Entry 1:
Molecular formula: C100H224BrClN10O4
Method: DFT, ωB97M-V/def2-TZVPD

Properties
Electronic energy (Ha): -7823.82915
Total charge: +8

```
340
Properties=species:S:1:pos:R:3:forces:R:3
C 8.0919 2.0681 -3.4190 0.5 -0.2 -0.2
C 7.5057 1.4531 -2.1438 0.3 0.2 -0.8
C 6.9241 2.4904 -1.2050 0.0 -0.3 1.5
C 6.0382 3.4797 -1.9188 -0.6 0.7 -0.5
N 5.2382 4.4212 -1.0489 -1.6 0.0 0.7
C 4.0803 3.6084 -0.3854 0.5 0.2 -0.1
C 2.9432 3.5253 -1.3846 -0.5 -0.9 -0.3
C 3.1873 4.6112 -2.4066 0.1 -0.2 -0.8
C 4.3716 5.3896 -1.8508 -0.1 0.1 -0.5
C 6.1183 5.1186 0.0132 0.1 -0.3 -1.0
C 7.3566 5.8336 -0.6202 0.5 -1.1 0.9
C 8.2122 6.6398 0.3657 0.2 0.3 -0.7
H 8.7855 2.8679 -3.1594 0.0 0.1 0.1
H 7.3749 2.4755 -4.1317 -0.3 0.0 0.2
H 8.7035 1.3696 -3.9901 -0.1 -0.2 0.1
H 8.2588 0.8242 -1.6690 0.1 0.3 0.3
H 6.6790 0.7676 -2.3302 -0.1 -0.1 -0.5
H 7.6061 3.0299 -0.5477 0.8 0.2 -0.8
H 6.4864 1.8722 -0.4212 -1.1 0.1 0.0
H 5.2791 3.0704 -2.5855 0.1 -0.6 0.0
H 6.6523 4.0957 -2.5757 0.1 0.1 0.2
H 3.6920 4.1880 0.4521 0.6 0.1 0.2
H 4.4347 2.6258 -0.0739 0.2 0.3 0.2
H 1.9895 3.5305 -0.8569 -0.1 0.4 -0.1
H 2.8872 2.6053 -1.9665 0.3 -0.3 0.4
H 2.3327 5.2144 -2.7128 0.0 0.4 0.7
H 3.3788 4.1071 -3.3540 0.6 0.1 -0.1
H 3.9579 6.0681 -1.1048 0.5 0.4 -0.1
H 4.9219 5.8845 -2.6510 0.3 0.2 0.5
H 6.3322 4.2535 0.6407 0.8 0.3 0.2
H 5.4988 5.7672 0.6326 -0.2 0.2 -0.4
H 7.1692 6.4605 -1.4920 -0.7 0.0 0.1
H 8.0476 5.0652 -0.9667 -0.2 -0.2 -0.3
H 8.8464 6.0740 1.0481 -0.9 -0.3 0.6
H 7.6209 7.4492 0.7940 0.4 -0.1 0.4
H 9.0219 7.0599 -0.2310 -0.3 0.6 -0.2
C 2.6210 -5.0379 0.8689 -0.9 -1.2 0.3
C 3.1067 -5.0584 2.3534 0.4 0.9 -2.1
C 2.4338 -6.0396 3.2466 -1.5 -0.7 1.4
C 0.9627 -5.6310 3.7073 0.3 -1.9 0.5
N 0.2521 -6.7250 4.6247 -0.3 1.6 -0.2
C -0.0516 -8.0787 3.8084 -0.5 0.1 2.0
C -1.5751 -8.2581 3.9899 0.3 -0.1 -1.5
C -2.1866 -6.8608 4.0742 1.3 -0.3 0.8
C -1.1769 -6.1495 4.9987 -0.6 -1.4 -0.3
C 1.0691 -6.9806 5.9912 -0.1 0.6 -1.7
C 1.5006 -5.6953 6.7140 -1.5 0.9 -0.4
C 2.1096 -5.9069 8.0799 1.7 -1.6 -0.1
H 3.3606 -4.8829 0.0834 0.1 0.6 0.3
H 1.7111 -4.4446 0.7781 0.3 0.8 -0.2
H 2.1372 -5.9644 0.5596 0.4 -0.6 0.3
H 2.9733 -4.0194 2.6545 -0.1 0.1 0.7
H 4.1858 -5.2077 2.3929 0.0 -0.2 -0.1
H 3.1132 -6.2522 4.0721 -0.3 0.5 0.7
H 2.4068 -7.0458 2.8284 -0.3 0.1 -0.7
H 0.2733 -5.5670 2.8655 0.2 0.1 -0.3
H 0.8966 -4.7139 4.2928 0.3 0.0 -0.1
H 0.4179 -8.8249 4.4494 0.3 -0.1 -0.5
H 0.3316 -8.1353 2.7896 0.0 0.7 0.2
H -1.7048 -8.9522 4.8203 -0.5 0.6 0.4
H -2.1210 -8.7179 3.1661 0.7 -0.4 -0.3
H -3.1671 -7.0521 4.5101 -0.1 0.9 0.1
H -2.2083 -6.3446 3.1144 -0.3 -0.4 -0.3
H -1.4690 -6.5524 5.9684 0.7 0.4 0.4
H -1.2711 -5.0640 4.9663 0.7 -0.1 0.1
H 1.9340 -7.5286 5.6173 -0.2 -0.4 0.5
H 0.3600 -7.5378 6.6034 0.4 -0.4 -0.1
H 0.5786 -5.1387 6.8816 -0.3 0.2 -0.1
H 2.0756 -5.0436 6.0560 0.5 -0.2 0.1
H 3.1156 -6.3077 7.9552 0.2 -0.3 -0.3
H 1.6123 -6.7290 8.5946 -0.3 0.4 0.4
H 2.3638 -5.0748 8.7364 -1.0 0.4 -0.2
C -0.8121 5.4154 -0.2947 -1.2 -0.2 -0.1
C -1.7927 6.2373 -1.2366 1.9 -0.1 0.8
C -1.7573 5.7054 -2.6668 -0.5 0.2 -0.3
C -2.3062 6.6575 -3.7505 0.4 -0.8 -1.7
N -2.3239 6.0276 -5.1962 -0.1 -0.7 -0.3
C -3.0330 6.9514 -6.2487 -0.4 -0.5 0.8
C -3.6440 6.0002 -7.3233 1.2 -0.1 1.5
C -3.7837 4.6699 -6.5722 -0.7 -1.4 -1.1
C -3.2935 4.8084 -5.1673 1.3 0.0 -0.6
C -0.8312 5.6552 -5.7106 -1.0 -1.1 1.0
C 0.1826 6.7736 -5.8800 -0.6 0.2 0.0
C 1.5230 6.2685 -6.3844 0.3 -0.8 0.2
H -1.2370 5.3895 0.7087 0.2 0.7 0.4
H 0.2061 5.8047 -0.2935 -0.1 0.0 0.0
H -0.7777 4.3406 -0.4728 0.1 -0.1 -0.9
H -1.3353 7.2267 -1.2484 -0.4 0.3 0.1
H -2.7528 6.2827 -0.7225 -0.2 0.1 -0.6
H -2.4216 4.8413 -2.6800 0.4 -0.4 -0.2
H -0.7282 5.3988 -2.8538 -0.1 -0.2 -0.2
H -1.7424 7.5441 -4.0406 -0.2 0.5 1.3
H -3.3670 6.7888 -3.5369 0.2 0.8 -0.1
H -2.3482 7.7308 -6.5829 0.0 -0.3 -0.1
H -3.8389 7.4250 -5.6880 0.0 0.1 0.0
H -2.8633 5.8274 -8.0641 -0.7 0.5 -0.6
H -4.6289 6.3394 -7.6442 0.5 0.3 -0.5
H -3.2978 3.8584 -7.1139 0.7 0.2 0.0
H -4.7850 4.2392 -6.5797 -0.4 0.6 0.2
H -2.7444 3.9224 -4.8487 0.1 0.2 0.3
H -4.1722 4.9437 -4.5367 0.5 0.7 0.5
H -0.8722 5.0338 -6.6053 -0.8 0.4 -0.3
H -0.4838 4.9430 -4.9621 0.0 0.1 0.3
H 0.3490 7.1874 -4.8855 -0.1 0.7 -0.2
H -0.1947 7.4738 -6.6253 0.0 0.4 0.4
H 2.2121 7.0523 -6.6990 -0.4 0.2 -0.1
H 1.4021 5.5640 -7.2073 0.0 0.1 -0.2
H 2.0415 5.7274 -5.5930 0.0 -0.2 0.1
C 3.9875 -9.2506 -3.9538 -0.1 -1.1 -0.5
C 2.5695 -8.9694 -3.5251 -1.4 1.5 1.3
C 1.7119 -8.1273 -4.5130 0.0 0.1 -0.8
C 0.7282 -7.0819 -3.8741 2.0 0.0 0.4
N 0.3964 -5.8238 -4.7269 -1.5 -1.7 -1.4
C 1.6266 -5.1982 -5.4388 -0.5 0.6 0.8
C 1.4271 -3.6695 -5.3210 -0.6 -0.7 0.4
C 0.6648 -3.5591 -3.9849 0.0 0.8 -0.2
C -0.3214 -4.7200 -3.9139 1.0 -0.8 -0.7
C -0.5441 -6.3967 -5.8744 0.6 0.9 -1.1
C -1.0593 -5.3257 -6.9165 0.8 -0.8 0.1
C -1.7023 -5.9932 -8.1446 -0.5 -0.2 0.6
H 4.6726 -8.4036 -3.9158 -0.3 0.1 0.0
H 3.9879 -9.6740 -4.9582 0.2 0.1 -0.2
H 4.4080 -10.0478 -3.3408 0.0 0.1 0.2
H 2.5986 -8.3753 -2.6117 0.3 0.3 0.3
H 1.9680 -9.7969 -3.1489 0.4 -0.6 -0.6
H 1.2636 -8.8100 -5.2348 -0.4 0.1 0.0
H 2.4394 -7.5619 -5.0955 0.0 0.1 -0.1
H 1.3650 -6.7278 -3.0635 -0.3 0.5 0.3
H -0.1709 -7.4815 -3.4049 -0.1 0.1 -0.5
H 1.6713 -5.5047 -6.4838 0.1 -0.4 0.3
H 2.4755 -5.5537 -4.8547 0.1 0.2 -0.3
H 0.8348 -3.2755 -6.1469 -0.1 -0.2 0.2
H 2.3469 -3.0847 -5.3246 0.2 -0.3 0.1
H 0.1673 -2.5932 -3.8968 -0.2 0.1 0.0
H 1.3960 -3.5705 -3.1766 0.0 -0.4 0.2
H -1.2704 -4.5832 -4.4324 0.2 0.4 0.1
H -0.5252 -5.0870 -2.9080 0.1 -0.1 0.0
H -1.3761 -7.0062 -5.5220 0.2 0.5 0.7
H 0.1110 -7.1187 -6.3619 0.0 0.2 -0.2
H -0.2217 -4.7591 -7.3232 0.1 0.3 0.4
H -1.7775 -4.6589 -6.4394 0.0 0.1 0.0
H -0.9851 -6.4395 -8.8334 0.0 -0.2 0.3
H -2.2998 -5.3077 -8.7457 0.1 0.3 0.2
H -2.4078 -6.7287 -7.7583 0.0 -0.4 -0.4
C -0.7282 12.1893 6.4355 1.2 0.2 0.0
C 0.0338 10.8829 6.3987 -1.0 -1.3 0.1
C -0.9448 9.7668 5.9341 -0.2 -0.1 -0.6
C -0.2304 8.7612 5.0649 0.9 -1.3 0.4
N -0.9618 7.4449 4.7824 -1.1 -0.6 -2.3
C -1.3943 6.6552 5.9747 0.0 0.3 1.0
C -1.6725 5.1927 5.5194 0.4 1.3 0.6
C -0.6860 5.0363 4.3916 0.3 -0.2 -2.0
C -0.0895 6.4217 3.9883 -0.1 0.1 0.9
C -2.2564 7.6884 3.9280 0.0 0.7 0.0
C -2.0903 8.5533 2.6548 0.5 0.1 0.2
C -3.3511 8.5393 1.7527 0.2 0.3 0.2
H -1.0756 12.3477 5.4146 -0.3 0.4 0.2
H 0.0144 12.9498 6.6767 -0.4 0.4 0.0
H -1.5318 12.2271 7.1710 0.0 -0.1 -0.2
H 0.3717 10.5201 7.3695 0.3 0.5 0.1
H 0.9052 10.9281 5.7454 0.0 0.2 -0.1
H -1.8023 10.1628 5.3900 0.1 0.3 -0.1
H -1.3837 9.2996 6.8157 0.1 -0.2 0.1
H 0.6842 8.4222 5.5514 0.1 -0.1 0.4
H 0.1672 9.0816 4.1019 -0.6 0.5 -0.1
H -2.2045 7.1231 6.5340 -0.2 0.1 -0.5
H -0.5418 6.7986 6.6386 0.2 -0.8 0.2
H -2.6796 5.0168 5.1415 -0.1 0.4 0.2
H -1.5417 4.5078 6.3572 0.2 0.1 0.0
H -1.2363 4.7032 3.5117 0.0 -0.3 -0.1
H 0.0783 4.2783 4.5632 0.1 0.3 0.2
H -0.0477 6.6944 2.9338 -0.9 -0.2 0.0
H 0.9797 6.4539 4.1976 -0.1 0.5 1.1
H -2.9661 8.1758 4.5965 0.2 0.2 0.1
H -2.7156 6.7213 3.7238 0.4 -0.1 -0.2
H -1.1991 8.2387 2.1118 -0.1 -0.5 -0.4
H -1.7544 9.5443 2.9603 -0.7 0.3 0.1
H -3.3867 9.2254 0.9065 1.0 0.2 0.0
H -4.2452 8.9019 2.2598 -0.1 -0.7 0.5
H -3.4583 7.5501 1.3077 -0.4 -0.1 0.3
C -6.1004 -9.1920 2.1462 -0.4 0.3 0.0
C -5.0354 -9.1212 1.0804 0.2 0.1 0.2
C -4.7838 -7.6978 0.5147 0.5 -1.3 -0.8
C -5.8683 -7.0527 -0.3541 0.8 0.4 0.4
N -5.3476 -5.6747 -0.9458 -0.6 -1.2 0.1
C -4.8835 -4.7447 0.1460 0.1 0.9 0.5
C -5.2934 -3.3439 -0.2522 -0.6 0.4 -1.6
C -6.6237 -3.6023 -0.9562 -0.3 0.3 -1.5
C -6.5097 -5.0014 -1.6513 -1.4 0.5 1.9
C -4.2512 -5.8552 -1.9667 0.2 -0.1 -0.5
C -4.3582 -7.0483 -2.9019 -0.2 -0.7 -0.5
C -3.2265 -7.0187 -3.9350 0.1 -1.0 -0.2
H -6.8601 -8.4783 1.8273 -0.7 -0.4 0.3
H -5.7758 -8.8748 3.1372 0.2 0.1 0.0
H -6.4944 -10.2020 2.2588 -0.2 0.2 -0.1
H -5.2458 -9.8476 0.2954 -0.1 0.2 -0.2
H -4.0905 -9.4512 1.5123 0.2 0.0 -0.2
H -3.9276 -7.8958 -0.1303 0.3 0.6 0.0
H -4.4376 -7.0856 1.3475 -0.2 0.4 -0.1
H -6.7775 -6.8745 0.2200 0.0 0.5 -0.1
H -6.1665 -7.6208 -1.2353 0.2 -0.2 0.2
H -3.8049 -4.8080 0.2900 -0.1 -0.7 0.2
H -5.4517 -4.9353 1.0564 0.2 -0.6 0.0
H -4.6346 -2.8764 -0.9840 0.4 -0.2 -0.1
H -5.4309 -2.5826 0.5157 0.1 -0.5 0.5
H -6.8348 -2.9019 -1.7642 0.1 0.4 0.2
H -7.4565 -3.4907 -0.2618 0.0 -0.6 0.0
H -6.4695 -5.0481 -2.7395 0.6 0.3 0.2
H -7.4240 -5.5306 -1.3826 0.1 -0.3 -0.1
H -3.2682 -5.8777 -1.4961 -0.1 -0.1 0.4
H -4.3249 -4.9598 -2.5838 0.2 0.2 0.0
H -5.2932 -7.1282 -3.4564 -0.3 0.5 0.0
H -4.3358 -8.0165 -2.4017 0.4 0.2 0.4
H -3.0716 -8.0078 -4.3661 -0.4 -0.4 0.2
H -2.2444 -6.8411 -3.4969 -0.1 0.7 0.1
H -3.4373 -6.4529 -4.8425 0.1 0.7 0.4
C -4.4737 3.9892 1.1296 0.3 -1.1 -0.5
C -3.9164 2.5170 1.1891 -0.1 1.4 0.5
C -3.6938 2.2324 2.6659 -0.7 -0.1 1.2
C -3.5061 0.7721 2.9343 0.3 -1.8 0.5
N -3.6911 0.2066 4.3723 -0.2 0.1 -1.9
C -5.1682 0.4426 4.7845 -0.2 0.4 0.3
C -4.9812 0.9560 6.2076 -2.6 -1.2 -0.6
C -3.8356 1.8327 6.1380 3.7 -0.5 0.5
C -2.7803 0.9266 5.3657 -1.3 1.6 0.1
C -3.3661 -1.2911 4.4443 0.2 -0.1 -0.5
C -4.0958 -2.2501 3.5141 -1.1 0.3 -1.5
C -3.7306 -3.7386 3.6355 0.5 0.3 2.1
H -5.5251 4.0989 1.3956 -0.2 -0.7 -0.1
H -4.3765 4.3287 0.0984 0.2 0.6 0.3
H -3.9994 4.5827 1.9112 0.6 0.4 -0.5
H -2.9538 2.3803 0.6965 0.2 0.5 -0.3
H -4.5781 1.8439 0.6439 -0.3 -0.2 0.5
H -4.4964 2.6753 3.2557 -0.6 -0.4 -0.2
H -2.8724 2.7909 3.1149 0.6 0.1 -0.6
H -2.4991 0.4732 2.6433 0.2 0.0 0.1
H -4.1515 0.1461 2.3183 -0.3 0.2 0.1
H -5.7799 -0.4442 4.6184 0.5 -0.3 0.5
H -5.7015 1.1650 4.1665 0.8 0.3 -0.3
H -4.7997 0.0445 6.7772 0.1 0.4 0.7
H -5.8445 1.4911 6.6033 -0.2 -0.4 0.0
H -3.4579 1.9755 7.1505 0.1 0.5 0.0
H -3.9274 2.7893 5.6236 -0.4 -0.1 0.1
H -2.2030 0.2244 5.9671 -0.6 -0.2 0.1
H -2.0536 1.5711 4.8712 -0.1 -0.3 -0.5
H -3.5526 -1.5049 5.4967 0.3 -0.4 -0.1
H -2.3216 -1.4081 4.1553 0.4 0.4 0.6
H -3.9338 -1.9931 2.4673 0.4 0.4 -0.2
H -5.1637 -2.0545 3.6112 -0.2 -0.6 0.2
H -3.7519 -3.9068 4.7123 -0.2 -0.5 0.3
H -2.6927 -3.9863 3.4134 0.1 0.4 -0.6
H -4.3591 -4.5199 3.2080 -0.3 0.6 -0.3
C 3.9806 -0.7263 -1.7873 1.2 0.4 -0.7
C 3.8395 -1.7311 -0.6795 -0.5 0.5 -0.5
C 2.6049 -1.4003 0.2306 1.3 -1.3 0.4
C 1.2715 -1.2132 -0.4645 -0.6 -0.2 -0.3
N 0.0784 -0.9164 0.4206 -2.4 1.9 0.9
C -0.6116 -2.1954 1.0085 0.9 1.0 0.1
C -1.5582 -2.6212 -0.0806 -0.4 -2.7 0.7
C -1.8339 -1.4999 -0.9775 0.1 0.0 -2.2
C -1.0645 -0.3804 -0.4375 -0.2 2.3 -0.1
C 0.3262 0.1527 1.4970 1.5 0.7 -0.5
C 0.7415 1.5743 0.9519 -0.6 -0.2 0.5
C 1.3909 2.5090 2.0421 0.4 -1.5 -0.6
H 3.1072 -0.5926 -2.4256 -0.1 0.1 0.1
H 4.8224 -0.9701 -2.4354 -0.1 -0.4 -0.3
H 4.3449 0.2199 -1.3871 -0.6 0.5 0.2
H 4.7941 -1.7564 -0.1539 -0.3 0.3 0.7
H 3.8511 -2.7459 -1.0771 -0.8 -0.1 -0.1
H 2.8286 -0.5747 0.9061 0.1 0.2 -0.4
H 2.6749 -2.2867 0.8610 -1.0 -0.1 0.5
H 0.8701 -2.0770 -0.9943 0.7 -0.4 -0.2
H 1.2695 -0.4039 -1.1947 0.3 0.1 0.1
H -1.1760 -1.9161 1.8982 0.3 0.3 0.1
H 0.2099 -2.8579 1.2811 -0.3 -0.3 -0.1
H -2.5410 -2.9327 0.2733 0.4 -0.5 0.7
H -1.1430 -3.5008 -0.5726 -0.1 -0.1 -0.1
H -2.8981 -1.2781 -1.0566 0.1 0.2 -0.1
H -1.4731 -1.7513 -1.9749 -0.2 0.1 -0.2
H -1.7519 0.2312 0.1468 0.3 -0.2 0.9
H -0.7954 0.3589 -1.1919 1.0 -0.1 -0.1
H 1.1537 -0.2999 2.0434 -0.1 0.3 0.5
H -0.5243 0.3719 2.1426 -0.2 -1.0 -0.2
H -0.1321 2.1075 0.5770 -0.3 -0.2 0.0
H 1.3219 1.4379 0.0394 0.6 0.3 0.3
H 1.6339 3.4887 1.6307 -0.1 -0.1 0.0
H 2.3055 2.0143 2.3689 0.5 0.2 -0.1
H 0.8578 2.6333 2.9847 -0.7 0.0 -0.3
C 0.4551 2.1716 6.9168 0.2 0.6 0.6
O 1.2261 2.5893 5.7701 1.6 -0.6 0.1
C 2.6346 2.9784 6.0325 -1.4 -0.6 1.8
C 3.5707 1.7610 6.4078 -0.4 0.1 -2.1
N 3.5988 0.7874 5.1948 0.0 -0.3 1.2
H 2.6456 0.5685 4.9427 -0.5 0.1 -0.2
H 4.0013 1.2891 4.4161 0.2 0.0 -0.4
C 4.3301 -0.5364 5.4011 -0.1 0.0 -1.3
C 4.0373 -1.4623 4.1683 0.6 -0.2 -0.8
O 4.1744 -0.7760 2.9265 -2.1 1.0 0.2
C 5.4631 -0.6699 2.3833 0.7 -0.9 1.0
H 0.9837 1.7547 7.7740 0.7 -0.6 -0.4
H -0.2989 1.4519 6.5979 0.1 0.2 -0.1
H 0.0147 3.0231 7.4355 -0.5 0.3 -0.5
H 2.5828 3.6144 6.9162 0.3 0.0 0.3
H 2.9506 3.6846 5.2648 0.2 -0.7 -0.5
H 3.2277 1.1992 7.2766 0.0 0.2 -0.1
H 4.6317 2.0010 6.4764 -0.2 0.5 0.6
H 4.0456 -0.9045 6.3868 0.0 -0.3 -0.2
H 5.4034 -0.3490 5.3687 -0.1 0.3 0.4
H 3.0688 -1.9562 4.0898 -0.4 0.4 0.6
H 4.7340 -2.2968 4.0891 0.3 -0.1 0.9
H 6.0752 -0.3335 3.2201 0.8 0.4 -0.6
H 5.4846 -0.0369 1.4962 -0.2 0.2 0.4
H 5.7939 -1.6684 2.0977 0.3 -0.1 -0.1
C 4.3903 3.6736 -6.1374 0.1 0.3 0.9
O 3.2804 2.8911 -5.6533 -0.3 -0.3 -0.8
C 3.2190 1.7409 -6.4814 0.0 -0.7 0.5
C 2.2053 0.6310 -6.1000 0.4 2.0 -0.6
N 0.7635 1.2371 -6.0158 2.0 -0.9 0.7
H 0.7922 2.0174 -5.3751 0.1 0.1 1.7
H 0.5798 1.7827 -6.8456 -0.2 -0.6 -1.1
C -0.3250 0.2745 -5.6793 -0.3 -0.2 -1.1
C -0.6457 -0.5275 -6.9177 -1.5 -0.3 0.6
O 0.4240 -1.3452 -7.2456 0.3 1.5 2.1
C 0.5106 -1.8792 -8.5036 0.3 -0.9 -1.3
H 4.3545 4.0101 -7.1736 -0.6 -0.2 -0.1
H 5.3044 3.0897 -6.0292 0.2 0.0 0.1
H 4.4201 4.5588 -5.5022 0.2 0.0 0.0
H 4.1771 1.2305 -6.3834 0.3 -0.2 -0.3
H 3.1176 2.0314 -7.5271 -0.2 0.0 -0.2
H 2.5353 0.1516 -5.1784 -0.8 0.2 0.3
H 2.2956 -0.0961 -6.9070 -0.6 0.1 0.2
H -1.1911 0.8612 -5.3729 0.1 -0.2 0.2
H -0.0540 -0.4797 -4.9405 0.5 0.8 0.4
H -1.0925 0.1150 -7.6765 0.6 0.1 -0.7
H -1.4787 -1.1643 -6.6198 -0.4 -0.2 0.0
H 1.3422 -1.4058 -9.0257 -0.2 0.0 -0.4
H -0.4289 -1.7877 -9.0485 0.1 -0.1 -0.2
H 0.7637 -2.9251 -8.3302 -0.1 -0.2 -0.6
Cl 0.0296 2.4008 -2.8897 0.1 -0.3 -0.1
Br -1.0862 -6.2971 0.1665 0.0 0.5 0.1
```
Positions in Å, forces in eV/Å.

***

Entry 2:
Molecular formula: C8H10FeN2S
Method: DFT, ωB97M-V/def2-TZVPD

Properties
Energy relative to the best compared isomer or geometry (same formula, charge and spin) (kJ/mol): 104.4
Electronic energy (Ha): -2082.09799
Total charge: -1
Spin multiplicity: 6

```
22
Properties=species:S:1:pos:R:3:forces:R:3
C -0.4705 0.7763 -1.7189 -0.1 1.9 -0.9
C 0.9298 1.0536 -1.5669 -0.3 1.9 -1.1
C 1.1041 1.8593 -0.3904 -0.5 1.6 -1.2
C -0.1970 2.0772 0.2017 -0.5 1.8 -2.2
C -1.1704 1.4110 -0.6279 0.2 2.5 -1.2
Fe 0.2367 0.0961 0.1214 0.9 -2.1 2.1
N -1.1364 -0.9374 0.4558 -3.1 -2.4 0.8
C -0.3851 -2.0154 -0.1977 -0.9 -2.0 0.3
C 1.0562 -1.5766 -0.3493 1.6 -2.0 -1.4
H 2.0389 2.2978 -0.0560 -0.2 -0.3 0.1
H 1.7308 0.7693 -2.2463 -0.3 -0.1 0.3
H -0.4123 2.7054 1.0586 0.1 -0.4 0.0
H -2.2495 1.4390 -0.4671 0.5 -0.3 0.0
H -0.9284 0.2356 -2.5455 0.2 -0.1 0.5
H 1.4365 -1.6578 -1.3701 0.1 -0.4 0.1
H -0.4019 -2.9155 0.4440 -0.2 0.1 -0.1
H -2.1019 -1.1401 0.7231 0.4 -0.1 -0.3
H 1.6983 -2.0333 0.4071 0.0 0.0 -0.4
H -0.8461 -2.3209 -1.1584 0.2 0.2 0.1
S 1.1265 0.0432 2.0585 1.6 0.2 4.4
C -0.1287 -0.0507 3.1791 -1.0 -0.2 1.8
N -0.9296 -0.1162 4.0452 1.3 0.2 -1.8
```
Positions in Å, forces in eV/Å.